(1)
Below is a cluster of 2 separate species, C3H8N3P in total, with properties calculated with wB97M-V/def2-TZVPD.

Last column: Löwdin charge in e.
Atoms and positions in Å:
C 1.27068 0.37365 -0.30815  -0.47
C 1.50708 -0.19312 1.07021  -0.11
C 1.44034 -1.06891 -0.21915  -0.11
N 1.08953 1.48811 -0.84114  0.13
N -1.68452 -1.11150 -0.11897  -0.33
N -2.14898 1.33559 -0.13035  -0.24
P -1.60057 0.06979 0.81039  0.70
H 2.39735 0.11748 1.58848  0.10
H 0.52293 -0.28178 1.54730  -0.01
H 0.41481 -1.54152 -0.27731  0.05
H 2.20368 -1.72699 -0.72133  0.12
H 0.95584 1.34903 -1.84373  0.05
H -1.46602 -2.07358 0.27298  0.02
H -2.51402 1.09170 -1.15545  0.11
H -2.38812 2.17202 0.32621  -0.01

## Properties
E_LUMO in eV: 0.81
HOMO level in eV: -9.1
Orbital gap in eV: 9.929
Net charge: 0

(2)
Below is a cluster of 10 separate species, H19O10 in total, with properties calculated with wB97M-V/def2-TZVPD.

Last column: Löwdin charge in e.
Atoms and positions in Å:
O -0.14227 -0.70803 2.99496  0.05
H 0.58716 0.41826 2.47971  -0.02
H -1.10499 -0.85506 2.91775  0.07
O 2.19335 -0.37985 0.33999  -0.07
H 1.67433 -0.04698 1.10655  -0.02
H 2.78482 0.25772 -0.05615  0.05
O 0.72219 -0.84027 -2.05162  -0.08
H 0.89025 -0.25786 -1.30791  0.01
H 0.18271 -1.56908 -1.68320  0.01
O -0.65342 -2.53792 1.44358  -0.02
H 1.23370 1.55173 -4.08148  0.02
H 1.53403 1.51946 2.84507  0.08
O 2.17405 1.35483 -3.97766  -0.07
H -0.57760 0.30013 -2.77969  0.00
H -0.75678 -3.22546 2.10999  0.09
O -0.59312 4.06040 -0.08738  -0.05
H 0.09721 3.85376 0.55065  0.02
H -0.86335 3.22509 -0.46545  0.02
O -2.95348 1.22097 3.38760  -0.02
H -2.81556 0.37152 2.98608  0.01
H -2.10843 1.65554 3.51295  0.03
O -1.10359 0.32296 -3.60135  -0.09
H -0.65414 -0.29716 -4.17928  0.03
H 2.17810 0.41918 -3.74682  0.02
O 1.11755 1.17160 2.04037  -0.06
H -0.22826 -1.75669 1.88926  0.01
O -0.95046 -2.82523 -1.12132  -0.06
H -1.12735 -3.75314 -1.28770  0.06
H -0.73664 -2.65042 -0.17748  -0.01

## Properties
2S+1: 2
E_LUMO (alpha / beta) in eV: -0.68 / -5.61
HOMO level (alpha / beta) in eV: -10.5 / -10.5
Expectation value of S²: 0.755
Orbital gap (alpha / beta) in eV: 9.800 / 4.867
Net charge: 0

(3)
Below is a structure of composition C16H19BFeN6Te, with properties calculated with wB97M-V/def2-TZVPD.

Last column: Löwdin charge in e.
Atoms and positions in Å:
C 0.52958 0.97249 -3.15163  -0.10
N 0.89433 0.96430 -1.83869  -0.08
N 2.16455 1.55647 -1.77731  0.01
C 2.54570 1.93496 -3.00603  0.00
C 1.51952 1.63175 -3.90262  0.00
B 2.97405 1.58858 -0.45484  -0.51
N 2.02215 2.17946 0.60395  -0.01
N 0.77634 1.63137 0.88619  -0.05
C 0.29634 2.29765 1.96354  -0.08
C 1.20478 3.29583 2.32879  -0.01
C 2.29392 3.16381 1.47475  0.00
Fe 0.16441 0.09240 -0.24910  0.53
N 3.26794 0.15581 -0.02444  -0.01
N 2.20148 -0.71365 0.20107  -0.02
C 2.74269 -1.89163 0.54327  -0.11
C 4.15162 -1.78453 0.58764  -0.01
C 4.43249 -0.47790 0.20184  -0.02
H 2.14176 -2.77900 0.70973  0.11
H 5.37454 0.03182 0.05919  0.14
H 4.85479 -2.55185 0.86208  0.11
H 3.97438 2.23109 -0.59187  0.14
H 3.24498 3.66527 1.39348  0.14
H 3.51818 2.38993 -3.12596  0.15
H 1.08521 4.02356 3.10553  0.11
H 1.49258 1.86880 -4.94600  0.11
H -0.62325 2.01014 2.45516  0.09
H -0.35543 0.44090 -3.48512  0.10
H -1.21397 -0.73047 2.27920  0.06
C -1.94672 -0.05672 1.83013  -0.01
H -2.11792 0.78401 2.50708  0.05
H -1.58806 0.31051 0.83024  -0.02
H -2.89627 -0.58542 1.73913  0.04
Te -0.93976 -1.87044 -1.20299  1.45
C -2.88906 -2.13979 -0.44914  -0.60
C -3.15704 -3.21960 0.41115  -0.12
C -4.45743 -3.37969 0.90020  -0.03
C -5.46565 -2.48050 0.52914  -0.01
C -5.18870 -1.42626 -0.34948  -0.03
C -3.89837 -1.25527 -0.85662  -0.14
H -2.34282 -3.88382 0.69545  0.11
H -4.68600 -4.20991 1.57358  0.13
H -6.48119 -2.61086 0.91602  0.13
H -5.98003 -0.73204 -0.64292  0.13
H -3.64066 -0.44156 -1.53277  0.11

## Properties
2S+1: 5
E_LUMO (alpha / beta) in eV: -10.80 / -10.30
HOMO level (alpha / beta) in eV: -15.0 / -14.9
Expectation value of S²: 6.434
Orbital gap (alpha / beta) in eV: 4.200 / 4.650
Net charge: +2

(4)
Below is a structure of composition C8H24BrMnNO7, with properties calculated with wB97M-V/def2-TZVPD.

Last column: Löwdin charge in e.
Atoms and positions in Å:
Mn -0.38235 -0.38764 0.04504  0.59
Br -2.22706 -1.93159 0.56846  0.04
N 2.93229 0.87998 -0.58932  -0.49
O 1.71825 0.85891 -0.43277  0.10
O 3.41121 1.98638 -0.91928  0.31
O 3.67874 -0.08242 -0.29332  0.18
C -1.01065 0.82745 -3.64797  -0.08
C -0.90647 -0.62775 -3.22963  -0.20
O 0.07959 -0.61809 -2.10605  -0.18
H -1.29028 1.55905 -2.88991  0.07
H -1.83433 0.89079 -4.35906  0.09
H -0.08753 1.16621 -4.11830  0.08
H -0.49535 -1.23784 -4.03390  0.12
H -1.90370 -1.03304 -3.05824  0.12
H 0.95359 -0.59932 -2.50277  0.10
C 1.29066 -4.09111 -1.01181  -0.05
C 1.47995 -3.32017 0.33346  -0.30
O 1.34880 -1.95820 0.17296  -0.16
H 0.33854 -3.80805 -1.46065  0.07
H 1.19556 -5.15568 -0.79793  0.08
H 2.15551 -3.94102 -1.65804  0.07
H 2.40347 -3.57280 0.85442  0.13
H 0.71086 -3.65886 1.02763  0.11
H 2.24406 -1.62925 0.28209  0.07
C 1.80922 1.44020 3.30436  -0.04
C 0.50781 1.54797 2.44401  -0.24
O 0.10357 0.21338 2.02094  -0.19
H 2.56002 0.89048 2.73672  0.07
H 1.62013 1.02181 4.29294  0.09
H 2.37036 2.37131 3.38355  0.08
H 0.52181 2.29465 1.65004  0.11
H -0.32640 1.78229 3.10530  0.11
H 0.10593 -0.25174 2.86073  0.12
C -3.02972 2.21529 1.70536  -0.07
C -3.01645 1.73949 0.25619  -0.29
O -1.66374 1.54424 0.00992  -0.17
H -2.56200 1.51650 2.39893  0.07
H -4.04906 2.31899 2.07722  0.09
H -2.48943 3.15152 1.84558  0.08
H -3.41298 2.46686 -0.45219  0.13
H -3.53778 0.78325 0.21239  0.09
H -1.31465 2.43774 -0.02727  0.11

## Properties
2S+1: 7
E_LUMO (alpha / beta) in eV: -4.74 / -8.65
HOMO level (alpha / beta) in eV: -11.9 / -12.0
Expectation value of S²: 12.010
Orbital gap (alpha / beta) in eV: 7.162 / 3.376
Net charge: +1

(5)
Below is a cluster of 2 separate species, C5H16N2O in total, with properties calculated with wB97M-V/def2-TZVPD.

Last column: Löwdin charge in e.
Atoms and positions in Å:
C 1.54939 0.01036 0.51518  -0.31
N 1.10072 0.35798 -0.81754  -0.09
C -0.33103 0.38178 -1.00756  -0.24
C -1.16394 1.36030 -0.18882  -0.20
C -1.97976 0.79170 1.01880  -0.30
N -3.30174 0.26065 0.67934  -0.01
C 3.05779 0.26903 0.59946  -0.09
H 1.42107 -1.04261 0.81633  0.10
H 0.90407 0.50277 1.27344  0.11
H 1.57549 1.19770 -1.10218  0.10
H -0.41819 0.69026 -2.06185  0.12
H -0.72382 -0.64455 -0.89884  0.11
H -0.71345 2.30496 0.19134  0.11
H -1.95460 1.92682 -0.68487  0.10
H -1.46799 0.01705 1.59069  0.10
H -2.05109 1.65914 1.66834  0.10
H -3.87452 0.99659 0.30409  0.06
H -3.16162 -0.52253 0.06045  0.06
H 3.35787 0.09149 1.62648  0.07
H 3.56906 -0.20100 -0.24027  0.07
H 3.33336 1.31937 0.40614  0.07
H 0.41700 -2.35604 -0.29001  -0.02
H 1.67962 -2.80684 -1.19629  0.03
O 0.84872 -3.02611 -0.79290  -0.04

## Properties
E_LUMO in eV: 0.94
HOMO level in eV: -8.8
Orbital gap in eV: 9.735
Net charge: 0

(6)
Below is a structure of composition C8H11NS, with properties calculated with wB97M-V/def2-TZVPD.

Last column: Löwdin charge in e.
Atoms and positions in Å:
C 0.36658 0.13313 -3.30831  -0.42
C 0.73477 -0.00473 -1.24239  -0.30
C -0.60951 -0.24466 -1.15222  -0.49
C 1.01694 -0.23548 0.23634  -0.21
C -0.52444 -0.44836 0.28648  -0.30
C 1.75444 0.83314 1.00460  -0.05
C -1.37967 1.22023 1.12681  0.08
C -1.01408 -1.64663 0.97846  -0.05
N 1.31669 0.21834 -2.43072  0.06
S -1.34686 -0.20803 -2.71490  0.92
H 0.24269 0.28900 -4.36690  0.05
H 1.54589 -1.21301 0.41492  0.16
H 1.66666 0.67566 2.05658  0.07
H 1.47407 1.88519 0.69690  0.11
H 2.75734 0.72538 0.94011  0.04
H -2.26008 1.15371 0.54657  0.02
H -0.68507 2.09861 1.42933  0.07
H -1.51294 0.71599 2.06395  0.01
H -1.96237 -1.48580 1.34367  0.05
H -0.36734 -1.87912 1.73126  0.05
H -1.21370 -2.58256 0.35947  0.13

## Properties
2S+1: 3
E_LUMO (alpha / beta) in eV: 0.68 / -2.04
HOMO level (alpha / beta) in eV: -5.0 / -9.3
Expectation value of S²: 2.026
Orbital gap (alpha / beta) in eV: 5.685 / 7.231
Net charge: 0

(7)
Below is a cluster of 2 separate species, C5H13N2 in total, with properties calculated with wB97M-V/def2-TZVPD.

Last column: Löwdin charge in e.
Atoms and positions in Å:
C -1.99318 0.86967 -1.63965  0.01
C -2.38566 -0.48800 0.33708  0.18
N -1.92278 0.55461 -0.21154  0.01
H -1.00722 0.74613 -2.07883  0.10
H -2.31470 1.90267 -1.75404  0.11
H -2.74515 0.24376 -2.10886  0.11
H -2.88835 -1.23189 -0.26150  0.13
H -2.21197 -0.64591 1.39643  0.13
H -1.40237 1.20591 0.37213  0.17
C 1.72945 0.83348 -0.82467  -0.10
C 1.62092 -0.60014 -0.29672  -0.31
C 1.88218 -0.78337 1.99527  -0.03
N 1.07155 -0.59704 1.04971  -0.06
H 1.99451 0.83486 -1.87803  0.08
H 0.79043 1.37211 -0.67362  0.04
H 2.49673 1.38918 -0.29186  0.08
H 2.61174 -1.06581 -0.37902  0.11
H 0.93338 -1.14750 -0.94718  0.10
H 2.95511 -0.92431 1.84174  0.09
H 1.52885 -0.72969 3.02114  0.07

## Properties
E_LUMO in eV: -4.88
HOMO level in eV: -13.3
Orbital gap in eV: 8.449
Net charge: +1

(8)
Below is the molecule C3H7NO2, with properties calculated with wB97M-V/def2-TZVPD.

Last column: Löwdin charge in e.
Atoms and positions in Å:
C 2.06709 0.21444 -0.16211  -0.07
N 0.63340 0.11041 -0.31957  0.01
C -0.19871 0.00049 0.74023  -0.50
O 0.14365 0.08145 1.91019  0.04
C -1.65941 -0.26754 0.37309  -0.16
O -1.86363 -0.41201 -1.02433  -0.07
H 2.42839 1.23685 -0.32690  0.08
H 2.31556 -0.07854 0.86083  0.08
H 2.57147 -0.45703 -0.86446  0.08
H 0.21691 -0.02986 -1.22819  0.12
H -2.26947 0.53384 0.80777  0.13
H -1.94590 -1.19808 0.87607  0.13
H -2.41550 0.31143 -1.33888  0.09

## Properties
E_LUMO in eV: 0.65
HOMO level in eV: -9.6
Orbital gap in eV: 10.285
Net charge: 0

no.,largest force on an atom (hartree/bohr)
1,0.0822
2,0.0449
3,0.0762
4,0.0676
5,0.0455
6,0.1112
7,0.0129
8,0.0071